This record from the Open Molecules 2025 dataset describes the ion C6H8NO with charge +1 at a distorted geometry. The level of theory is ωB97M-V with the def2-TZVPD basis set.

Geometry as XYZ:
```
16
Properties=species:S:1:pos:R:3:forces:R:3:lowdin_charge:R:1
C -0.12687 -1.04087 -1.31251 0.039 -0.021 3.038 0.105
C -1.51758 -0.64830 -0.58779 4.167 -0.440 1.869 -0.070
C -0.34627 0.32834 -0.59379 -1.444 -1.666 -0.547 -0.167
C -1.40518 -1.17657 0.80756 1.540 4.791 -1.324 0.245
C 0.19116 0.37804 0.74159 1.265 1.668 -0.224 -0.110
C 1.44805 1.14612 1.02105 2.246 0.473 -0.290 0.021
N -0.56883 -0.33003 1.64833 -0.761 -1.937 -1.324 -0.159
O -0.36945 -0.48013 2.87068 -0.135 0.306 -1.229 0.044
H 0.50932 -1.68360 -0.66747 -0.466 0.197 -0.946 0.134
H -0.03570 -1.15107 -2.37001 -0.196 0.154 -0.539 0.116
H -2.25847 -0.50614 -1.31335 -1.618 -0.159 -0.203 0.143
H -0.39121 1.14531 -1.26742 0.225 0.935 -0.177 0.162
H -1.79912 -1.97025 1.29130 -1.405 -2.639 1.269 0.120
H 1.98614 0.93684 2.02002 -1.195 0.125 -1.597 0.126
H 1.36936 2.29348 0.91570 -0.624 -1.652 0.365 0.139
H 2.21762 0.98287 0.12456 -1.639 -0.134 1.858 0.150
```
Positions in Å, forces in eV/Å.

* ΔE to the lowest compared entry with this formula, charge and spin: 84.00 kcal/mol
* gap between HOMO and LUMO (alpha / beta): 7.16 / 7.15 eV
* DFT total energy: -362.96343 hartree
* charge: +1
* 2S+1: 1
* molar mass: 110.1 g mol⁻¹